Entry 1:
Below is a structure of composition C6CoF18O18S6 at a distorted geometry, with properties calculated with ωB97M-V/def2-TZVPD.

Values from the calculation:
- Frontier orbital gap (spin up / spin down): 6.8 / 6.8 eV
- Energy relative to the best compared isomer or geometry (same formula, charge and spin): 314.91 kJ/mol
- Spin multiplicity: 4
- Net charge: -4
- Molar mass: 953.35 g mol⁻¹

```
49
C6CoF18O18S6 (ωB97M-V/def2-TZVPD)
Co -0.088 -0.301 -0.008
S -2.297 2.345 -0.388
S -2.757 -1.365 1.957
S 2.111 1.769 -1.731
S 1.031 1.903 2.514
S 2.979 -1.399 1.048
S -2.322 -1.693 -2.118
F 4.922 -3.279 0.862
F -1.060 -1.996 3.993
F 0.625 2.382 5.109
F 2.393 0.230 -3.951
F 1.440 0.413 4.666
F 4.461 -2.365 -1.037
F 3.978 1.689 -3.603
F -0.918 3.002 -2.623
F -3.129 -1.258 -4.654
F -3.133 -1.690 4.666
F -1.221 -2.338 -4.562
F 3.981 -0.086 -2.475
F -2.750 1.805 -2.919
F -0.609 0.730 4.325
F -2.493 -3.492 3.599
F -1.386 -0.150 -4.184
F 3.062 -3.758 -0.109
F -2.918 3.851 -2.486
O 2.805 -1.944 2.386
O 0.988 0.907 -1.274
O 1.788 3.005 -2.468
O -1.630 3.437 0.298
O 0.453 3.201 2.278
O -3.902 -2.136 1.414
O -3.537 -0.958 -1.710
O 1.750 -1.132 0.298
O -3.747 2.120 -0.086
O 0.481 0.826 1.654
O 2.461 1.897 2.430
O -1.560 1.111 -0.173
O 3.838 -0.210 1.040
O -1.098 -1.211 -1.443
O -3.275 -0.018 2.189
O -1.536 -1.396 1.129
O -2.429 -3.156 -2.050
O 3.025 2.076 -0.588
C 3.195 0.777 -3.038
C 3.925 -2.769 0.108
C -2.382 -2.176 3.700
C -2.165 2.790 -2.236
C 0.578 1.354 4.261
C -1.931 -1.345 -4.006
```

Entry 2:
Below is a structure of composition C6F18KN3O12S6 at a distorted geometry, with properties calculated with ωB97M-V/def2-TZVPD.

Values from the calculation:
- Frontier orbital gap: 6.0 eV
- Energy relative to the best compared isomer or geometry (same formula, charge and spin): 676.64 kJ/mol
- Net charge: -2
- Molar mass: 879.54 g mol⁻¹

```
46
C6F18KN3O12S6 (ωB97M-V/def2-TZVPD)
K -3.013 0.698 -1.913
S 3.008 -0.689 1.067
S -2.664 -5.107 -4.856
S -1.749 8.832 2.337
S -1.585 6.243 2.008
S 3.720 -1.848 3.374
S -0.329 -6.113 -5.202
F 4.442 -1.388 -1.122
F -5.323 -5.382 -4.894
F -4.303 9.683 2.792
F -2.806 10.901 3.665
F -2.652 6.157 4.523
F -3.143 11.004 1.430
F 2.151 -6.851 -4.862
F 5.841 -3.592 3.217
F 5.049 -3.605 5.136
F 3.940 -4.675 3.480
F -4.302 -6.944 -3.709
F 0.749 -8.547 -4.538
F 0.884 -6.967 -3.016
F 5.619 -0.657 0.606
F -3.699 4.872 3.200
F -4.661 -4.925 -2.950
F 4.457 0.811 -0.594
F -1.810 4.164 3.790
O 2.601 -1.764 4.332
O -1.862 5.457 0.845
O 1.812 -0.811 0.251
O 3.044 0.532 1.893
O -0.181 6.286 2.350
O 0.380 -4.833 -5.494
O -0.701 9.362 1.414
O 4.763 -0.784 3.573
O -2.505 -3.743 -4.344
O -2.709 -5.201 -6.293
O -1.331 8.458 3.693
O -0.686 -6.968 -6.336
N -2.487 7.714 1.749
N 3.310 -2.199 1.946
N -1.440 -6.071 -4.005
C -3.154 10.248 2.549
C 4.509 -0.482 -0.134
C -4.388 -5.674 -4.042
C -2.476 5.284 3.537
C 1.003 -7.269 -4.303
C 4.675 -3.614 3.852
```

Entry 3:
Below is a structure of composition C6F18O18S6V at a distorted geometry, with properties calculated with ωB97M-V/def2-TZVPD.

Values from the calculation:
- Frontier orbital gap (spin up / spin down): 5.1 / 6.5 eV
- Energy relative to the best compared isomer or geometry (same formula, charge and spin): 961.81 kJ/mol
- Spin multiplicity: 4
- Net charge: -4
- Molar mass: 945.36 g mol⁻¹

```
49
C6F18O18S6V (ωB97M-V/def2-TZVPD)
V 0.756 -0.035 0.539
S -3.861 -1.812 0.392
S -1.609 4.295 0.212
S 0.373 -0.072 5.226
S 0.900 0.004 -4.073
S 4.914 2.080 0.117
S 2.060 -4.500 0.517
F 4.161 4.443 -0.080
F 0.194 -4.657 -1.567
F 4.454 4.016 2.010
F -3.860 4.558 -1.077
F -4.458 -1.435 -2.250
F 0.048 0.491 -6.792
F 0.162 -2.710 6.173
F 6.199 4.229 0.682
F -2.407 3.816 -2.430
F -1.550 -1.241 6.446
F -0.316 -1.598 -5.889
F 1.122 -6.458 -1.172
F -2.432 5.857 -1.855
F -0.349 -5.815 0.178
F -6.245 -1.439 -0.946
F -4.775 0.387 -1.072
F -1.081 -2.021 4.538
F -1.525 0.074 -5.347
O 1.444 0.117 6.195
O -2.379 4.784 1.353
O 1.846 -3.026 0.369
O -0.401 5.048 0.075
O -4.586 -1.551 1.613
O -3.910 -3.255 0.117
O 0.194 -0.423 -2.872
O 3.402 1.801 0.098
O 2.055 -0.928 -4.381
O 2.031 -5.067 1.860
O 5.555 2.034 -1.235
O 3.291 -4.907 -0.201
O -1.235 2.841 0.174
O -2.472 -1.277 0.310
O 5.535 1.134 1.037
O 0.854 -0.321 3.861
O 1.276 1.369 -4.017
O -0.596 1.053 5.365
C 0.681 -5.425 -0.520
C -2.617 4.627 -1.429
C -4.937 -0.995 -1.044
C -0.295 -0.269 -5.677
C -0.587 -1.657 5.703
C 4.975 3.835 0.767
```

Entry 4:
Below is an isolated molecule of C6H10 at a distorted geometry, with properties calculated with ωB97M-V/def2-TZVPD.

Values from the calculation:
- SMILES: C=CC=C(C)C
- Frontier orbital gap: 9.1 eV
- Energy relative to the best compared isomer or geometry (same formula, charge and spin): 237.26 kJ/mol
- Net charge: 0
- Molar mass: 82.15 g mol⁻¹

```
16
C6H10 (ωB97M-V/def2-TZVPD)
C -0.771 -1.050 -1.232
C -0.837 0.146 -0.304
C -2.251 0.876 -0.319
C 1.418 -0.409 0.538
C 2.638 -0.001 1.069
C 0.242 0.478 0.463
H 2.514 1.026 1.546
H -3.186 0.271 -0.223
H 1.145 -1.490 0.610
H 0.221 1.424 0.995
H 3.634 -0.481 0.909
H 0.134 -1.158 -1.750
H -2.534 1.533 -1.194
H -2.141 1.465 0.636
H -0.878 -2.090 -0.944
H -1.540 -0.744 -1.882
```

Entry 5:
Below is an isolated molecule of C6H10, with properties calculated with ωB97M-V/def2-TZVPD.

Values from the calculation:
- SMILES: C#CCC(C)C
- Frontier orbital gap: 11.0 eV
- Energy relative to the best compared isomer or geometry (same formula, charge and spin): 142.81 kJ/mol
- Net charge: 0
- Molar mass: 82.15 g mol⁻¹

```
16
C6H10 (ωB97M-V/def2-TZVPD)
C 0.682 -0.744 -1.120
C 0.712 -0.270 0.341
C -2.487 0.493 -0.158
C -0.535 -0.721 1.155
C -1.708 -0.113 0.530
C 0.913 1.254 0.338
H -0.457 -0.418 2.210
H 1.673 -0.615 -1.571
H 0.397 -1.796 -1.225
H 0.196 1.746 -0.331
H 1.577 -0.730 0.836
H -0.023 -0.149 -1.713
H -0.634 -1.817 1.174
H -3.176 1.033 -0.763
H 1.916 1.493 -0.034
H 0.804 1.708 1.329
```

Entry 6:
Below is a cluster of 2 separate species, C6H10 in total, with properties calculated with ωB97M-V/def2-TZVPD.

Values from the calculation:
- SMILES: CC1=C=CCC1.[H][H]
- Frontier orbital gap (spin up / spin down): 7.2 / 7.2 eV
- Energy relative to the best compared isomer or geometry (same formula, charge and spin): 418.40 kJ/mol
- Net charge: 0
- Molar mass: 82.15 g mol⁻¹

```
16
C6H10 (ωB97M-V/def2-TZVPD)
C 1.474 -0.063 -0.343
C -0.602 0.948 -0.822
C -1.938 -0.702 0.745
C 0.597 -0.632 0.534
C -0.655 -0.150 0.221
C 0.803 0.708 -1.451
H -2.644 -0.928 -0.063
H 1.991 -1.115 2.119
H -1.742 -1.602 1.334
H 0.713 0.159 -2.398
H 1.361 1.627 -1.668
H 2.556 -0.015 -0.189
H -1.434 0.838 -1.530
H 2.624 -1.065 2.523
H -0.670 1.964 -0.412
H -2.436 0.028 1.400
```